1.
{
  "formula": "C43H39HfN6O5S2",
  "method": "the ωB97M-V functional and the def2-TZVPD basis",
  "species": ["Hf", "S", "S", "O", "O", "O", "O", "O", "N", "N", "N", "N", "N", "N", "C", "C", "C", "C", "C", "C", "C", "C", "C", "C", "C", "C", "C", "C", "C", "C", "C", "C", "C", "C", "C", "C", "C", "C", "C", "C", "C", "C", "C", "C", "C", "C", "C", "C", "C", "C", "C", "C", "C", "C", "C", "C", "C", "H", "H", "H", "H", "H", "H", "H", "H", "H", "H", "H", "H", "H", "H", "H", "H", "H", "H", "H", "H", "H", "H", "H", "H", "H", "H", "H", "H", "H", "H", "H", "H", "H", "H", "H", "H", "H", "H", "H"],
  "coordinates": [[0.3392, -0.2337, -0.1454], [-2.3135, -0.9333, 0.2293], [-1.0553, 2.0551, -1.1895], [0.7279, 0.9607, -4.1307], [3.3807, 0.8646, -1.6954], [2.0372, 0.6853, 0.1083], [0.5627, -0.0331, -2.1197], [0.5083, 2.9556, 0.7128], [-4.7488, 1.9578, 0.7237], [-0.1136, 0.2758, 2.0894], [1.3186, -1.6342, 1.2318], [1.7549, -1.1558, 2.3491], [0.1013, -2.3603, -0.9379], [-4.8110, -0.5035, -0.4943], [-5.4558, -2.9098, -0.3637], [2.6468, -3.6884, 1.3803], [-0.9365, -2.4182, -3.1804], [1.0102, -0.0565, 2.7653], [-2.8257, -3.8702, -3.5871], [-3.6336, 1.4475, 0.3095], [0.4883, 2.3352, -2.1754], [-0.6919, 1.7890, 3.8390], [1.5505, 3.4994, -0.1064], [-5.9809, 1.1444, 0.8460], [-2.7392, -4.3393, -2.2808], [-3.6946, 0.0001, -0.0001], [1.3767, 0.5899, 3.9413], [-1.9200, -2.9164, -4.0308], [1.2174, -4.5504, -0.9183], [-6.0551, 0.2598, -0.3680], [-4.8546, 3.3955, 1.0505], [-1.7671, -3.8408, -1.4290], [1.7008, -2.8260, 0.7602], [-4.9072, -1.7848, -1.2077], [-7.1812, -4.5635, -0.0006], [-6.5019, -5.0369, 1.1112], [2.5059, 1.2974, -1.0092], [1.0363, 4.8989, -0.4347], [-5.5893, 4.2465, -1.1875], [1.7944, 2.6243, -1.3509], [-5.2972, -4.4496, 1.4853], [-0.9582, 1.1448, 2.6557], [0.6176, 1.0167, -2.9419], [-7.9541, 5.2487, -0.1296], [-7.6743, 5.4106, -1.4791], [-4.7747, -3.3928, 0.7533], [-7.0479, 4.5886, 0.6924], [-0.7035, 3.3136, 0.0998], [-6.6595, -3.5027, -0.7315], [2.1446, -5.3324, -0.3152], [0.5254, 1.5326, 4.4705], [-5.8597, 4.0928, 0.1703], [-0.4956, 4.7124, -0.5071], [-6.4929, 4.9025, -2.0096], [-0.8637, -2.8747, -1.8717], [0.9615, -3.2304, -0.4173], [2.8688, -4.9109, 0.8509], [-6.9061, -5.8613, 1.6847], [-1.9617, -2.5628, -5.0534], [2.3091, 0.3113, 4.4128], [-4.7572, -4.8221, 2.3475], [-1.0208, 5.4668, 0.0760], [0.6961, -4.8855, -1.8029], [3.5934, -5.5788, 1.2969], [-3.4317, -5.0929, -1.9210], [-5.5733, -1.6246, -2.0573], [-8.1159, -5.0197, -0.3031], [-1.8811, 1.3118, 2.1149], [-0.8700, 4.7581, -1.5272], [-3.8605, 3.8106, 0.9073], [-6.2180, 0.8576, -1.2687], [2.3554, -6.3108, -0.7307], [-8.8756, 5.6377, 0.2858], [-4.6631, 3.8543, -1.6001], [-5.9340, 0.5546, 1.7629], [-7.1919, -3.1421, -1.6068], [1.4619, 5.2958, -1.3558], [1.2958, 5.5706, 0.3805], [-0.2143, -1.7008, -3.5426], [-1.4111, 2.4792, 4.2577], [-6.8760, -0.4482, -0.2656], [-5.1344, 3.4927, 2.1005], [2.4506, 3.5166, 0.5012], [-7.2657, 4.4696, 1.7493], [-8.3723, 5.9368, -2.1183], [-3.9133, -2.0241, -1.5825], [-3.8293, -2.9465, 1.0448], [-1.5118, 3.2351, 0.8167], [0.3004, 3.1266, -2.8927], [-3.5872, -4.2537, -4.2554], [0.7884, 2.0527, 5.3832], [3.1629, -3.3340, 2.2620], [-6.8460, 1.8005, 0.8841], [2.4802, 3.1510, -2.0095], [-6.2734, 5.0258, -3.0632], [-1.7061, -4.1905, -0.4040]],
  "atomic_forces_ev_per_a": [[-2.99, -0.85, -0.45], [-0.21, -0.33, -0.01], [0.61, 0.10, 0.31], [0.00, -0.12, 0.00], [0.16, -0.08, 0.14], [1.01, 0.74, -0.81], [0.16, 0.53, -0.98], [-0.10, 0.07, 0.18], [-0.04, -0.05, 0.24], [0.53, 0.13, 0.31], [0.50, -0.46, 1.34], [0.00, -0.31, -0.32], [0.04, -0.27, 0.10], [-0.17, -0.01, -0.10], [-0.14, -0.03, -0.04], [0.05, 0.08, 0.06], [0.04, -0.02, -0.10], [-0.19, -0.15, 0.01], [0.03, 0.04, -0.01], [0.00, 0.06, -0.07], [0.08, -0.09, 0.15], [0.07, 0.02, 0.16], [-0.04, -0.05, -0.22], [0.12, 0.12, 0.03], [0.01, -0.07, 0.03], [0.07, 0.24, -0.10], [0.14, -0.08, 0.04], [-0.02, -0.01, 0.05], [-0.01, 0.16, -0.04], [0.06, -0.03, -0.03], [-0.16, -0.09, -0.12], [-0.07, 0.00, 0.03], [-0.03, -0.04, -0.21], [0.13, -0.09, 0.12], [-0.01, -0.01, 0.01], [0.06, 0.04, 0.00], [0.14, 0.66, 0.29], [-0.11, -0.01, -0.10], [-0.01, 0.00, -0.06], [-0.36, -0.37, 0.25], [-0.03, 0.02, -0.04], [-0.01, 0.06, -0.21], [-0.05, -0.01, 0.04], [0.01, -0.01, -0.03], [0.02, -0.02, 0.02], [0.02, 0.01, 0.06], [-0.02, 0.03, 0.00], [0.19, 0.09, -0.29], [-0.01, -0.01, 0.01], [0.12, 0.02, 0.18], [-0.08, 0.10, 0.02], [0.01, 0.01, -0.02], [0.13, -0.04, 0.04], [0.00, -0.01, 0.01], [0.13, 0.16, 0.09], [0.05, 0.08, 0.16], [0.03, -0.16, -0.04], [0.02, 0.01, -0.02], [0.00, 0.00, 0.02], [-0.05, 0.01, 0.02], [-0.03, 0.02, -0.02], [0.00, -0.01, 0.01], [0.01, -0.01, 0.01], [-0.03, 0.01, -0.03], [0.03, 0.06, -0.02], [0.05, 0.07, -0.04], [0.03, 0.03, 0.01], [0.01, 0.07, -0.09], [-0.04, 0.06, 0.00], [0.06, -0.04, 0.04], [-0.01, -0.01, -0.06], [-0.01, 0.02, 0.03], [0.05, -0.01, -0.02], [-0.05, 0.03, 0.03], [0.02, 0.01, 0.03], [0.03, -0.02, 0.04], [-0.02, 0.01, 0.02], [0.02, 0.04, -0.02], [-0.04, 0.02, 0.02], [0.03, -0.02, -0.02], [0.00, -0.06, 0.01], [0.00, -0.04, 0.03], [0.07, -0.02, 0.06], [0.02, 0.02, -0.04], [0.02, -0.04, 0.02], [0.05, -0.01, -0.02], [-0.12, -0.06, -0.05], [-0.07, -0.04, 0.07], [0.02, 0.14, 0.00], [0.04, 0.00, 0.02], [-0.01, -0.04, -0.01], [0.02, -0.02, -0.03], [0.00, 0.06, 0.02], [0.01, 0.02, -0.14], [-0.01, 0.00, 0.05], [-0.01, 0.01, -0.03]],
  "mulliken_charge": [1.578, 0.133, -0.069, -0.605, -0.583, -0.680, -1.018, -0.354, 0.190, 0.324, 1.074, -1.603, 0.777, 0.306, 0.937, -0.840, -0.590, 0.163, -0.539, -0.322, -0.238, -0.789, -0.287, -0.956, -1.068, 0.414, -0.764, -0.800, -0.856, -0.585, -0.762, 0.825, 0.866, -1.290, -0.745, -0.416, -0.797, -0.964, -0.161, 0.379, -0.967, -0.041, 0.170, -0.678, -0.401, 0.197, -0.235, 0.124, -0.292, -0.663, -0.441, 0.303, -0.816, -0.766, -0.693, 0.819, -0.724, 0.407, 0.458, 0.561, 0.438, 0.387, 0.456, 0.417, 0.396, 0.490, 0.421, 0.229, 0.373, 0.108, 0.380, 0.417, 0.402, 0.452, 0.341, 0.411, 0.353, 0.341, 0.574, 0.478, 0.517, 0.445, 0.658, 0.409, 0.389, -0.149, 0.215, 0.488, 0.945, 0.448, 0.452, 0.488, 0.482, 0.831, 0.430, 0.483],
  "mol_weight_g_mol": 962.45,
  "max_force_ev_per_a": 3.14,
  "e_above_lowest_kcal_mol": 76.8,
  "total_charge": 1,
  "homo_lumo_gap_ev": [5.65, 5.65]
}

2.
{
  "formula": "C43H40F15Ge3N3O5PReS2",
  "method": "the ωB97M-V functional and the def2-TZVPD basis",
  "species": ["Re", "Ge", "Ge", "Ge", "S", "S", "P", "F", "F", "F", "F", "F", "F", "F", "F", "F", "F", "F", "F", "F", "F", "F", "O", "O", "O", "O", "O", "N", "N", "N", "C", "C", "C", "C", "C", "C", "C", "C", "C", "C", "C", "C", "C", "C", "C", "C", "C", "C", "C", "C", "C", "C", "C", "C", "C", "C", "C", "C", "C", "C", "C", "C", "C", "C", "C", "C", "C", "C", "C", "C", "C", "C", "C", "H", "H", "H", "H", "H", "H", "H", "H", "H", "H", "H", "H", "H", "H", "H", "H", "H", "H", "H", "H", "H", "H", "H", "H", "H", "H", "H", "H", "H", "H", "H", "H", "H", "H", "H", "H", "H", "H", "H", "H"],
  "coordinates": [[-0.1062, 0.1760, -0.3290], [-2.6828, -2.5630, -0.2165], [-0.9577, 0.0480, 2.0497], [3.1575, 1.8493, -0.0446], [0.8887, 2.1114, 0.2972], [0.4090, -0.3482, -3.2516], [-2.3174, 3.0589, -1.3167], [3.0186, 3.2377, -2.6153], [7.5474, 4.5258, 0.4288], [4.0409, 2.7137, -5.0548], [3.6452, 7.1331, 0.4964], [5.7455, -1.3554, -3.4710], [6.0593, 2.3029, 0.1545], [2.1399, 4.9440, 0.2278], [4.5624, -2.3684, 4.0453], [5.4021, 0.4156, -5.4693], [4.7935, -0.8627, -1.0463], [2.3297, -1.0160, 0.1755], [5.4096, 0.1565, 4.4722], [3.0135, -2.9527, 1.9018], [6.3462, 6.9387, 0.6114], [4.7537, 2.1074, 2.7681], [-2.3138, 4.0420, -0.1644], [1.1349, 0.6352, -2.4436], [-1.9915, 1.6078, -1.1326], [-0.1855, 0.0946, -4.4555], [-0.4690, -2.0980, -0.1887], [-4.8422, 3.9817, -0.8562], [-0.6769, -0.9093, -2.0871], [-0.5250, 5.0334, -1.9022], [4.2352, 1.8636, -4.0575], [3.5013, 4.8030, 0.2872], [5.4516, 3.4919, 0.2434], [1.7973, -3.6507, -1.7198], [4.9354, 0.6893, -4.2701], [-0.0260, -0.8820, 4.6874], [-3.6076, -5.1381, -1.1892], [-4.0776, 3.2124, -1.9180], [-2.9590, -2.2318, 1.6634], [4.5853, 0.0518, -1.9903], [-2.4707, 1.7351, 3.9085], [4.3399, 0.8673, 2.5071], [4.6816, -0.1242, 3.4076], [1.3774, -1.8266, -3.2690], [-4.9951, -3.6745, 1.5362], [-5.6776, -5.0650, 3.3661], [3.1361, -0.7078, 1.2326], [3.8773, 1.2197, -1.7432], [-4.5745, -4.6374, 4.0908], [-3.6884, -3.7207, 3.5435], [0.4439, -0.6774, 3.2419], [-2.4057, -1.2362, 2.3545], [-1.4485, 1.8130, 2.7690], [3.0237, -3.4275, -3.8007], [3.7274, 2.1051, -2.8049], [4.2428, 5.9502, 0.4250], [-0.0370, -1.8916, -1.4045], [6.2337, 4.6159, 0.3865], [3.5787, 0.5926, 1.3794], [5.1087, -0.2163, -3.2426], [5.6202, 5.8533, 0.4791], [-2.3246, -4.3509, -0.8590], [-5.1342, -1.4933, -1.2495], [4.0641, 3.5512, 0.1976], [2.7731, -4.0982, -2.6057], [3.4599, -1.7173, 2.0963], [2.3352, -2.2593, -4.1491], [-3.6122, -1.3715, -1.4286], [-3.8941, -3.2237, 2.2602], [-5.8917, -4.5819, 2.0849], [4.2478, -1.4188, 3.1931], [1.0878, -2.5201, -2.0776], [-1.2012, 3.8585, -2.5634], [-0.2391, 0.0644, 5.1853], [-5.3607, 4.7728, -1.2290], [-2.1200, 1.1211, 4.7395], [3.3421, -4.9886, -2.3671], [-4.4002, -5.0259, 5.0880], [-5.4980, -2.5000, -1.4623], [-1.7182, -4.8630, -0.1116], [-2.8154, -3.4049, 4.1073], [-1.0149, 5.1968, -1.0055], [-5.6323, -0.8229, -1.9531], [-0.5349, 5.8776, -2.4668], [1.5942, -4.1649, -0.7876], [-6.3706, -5.7780, 3.7965], [-3.3378, -6.1075, -1.6089], [-4.1126, 4.3215, -0.1942], [-5.4520, -1.2231, -0.2407], [-3.2643, -0.3602, -1.2364], [-0.9123, -1.5172, 4.7553], [-4.2080, -5.3179, -0.3001], [2.5398, -1.7370, -5.0785], [-4.2268, -4.6222, -1.9275], [-6.7531, -4.9115, 1.5161], [-4.5084, 2.2241, -2.0506], [-2.6537, 2.7343, 4.3090], [0.7640, -1.3722, 5.2589], [-5.4955, 3.3959, -0.3405], [-1.8271, 2.4246, 1.9467], [-1.7607, 4.2053, -3.4287], [1.2730, 0.0333, 3.2038], [-3.4278, 1.3271, 3.5718], [-2.7341, -1.1561, 3.3930], [-1.7216, -4.2279, -1.7656], [0.4473, 4.8315, -1.6617], [3.7801, -3.8097, -4.4762], [0.7741, -1.6241, 2.8043], [-4.1320, 3.7511, -2.8596], [-3.3056, -1.6425, -2.4393], [-0.5037, 2.2572, 3.0937], [-0.4562, 3.1413, -2.8995], [-5.1861, -3.2742, 0.5398]],
  "atomic_forces_ev_per_a": [[-0.35, 1.32, 0.05], [-0.07, -0.36, 0.52], [-0.18, -0.23, 1.34], [0.55, -0.10, 0.54], [0.05, -0.09, -0.30], [0.61, 0.20, -0.11], [-0.19, 0.51, 0.95], [-0.11, -0.03, 0.03], [0.10, -0.02, 0.01], [0.01, 0.02, 0.01], [0.05, -0.04, 0.00], [0.08, -0.09, 0.00], [-0.05, -0.12, 0.01], [0.37, -0.11, -0.12], [0.02, -0.09, 0.08], [0.08, -0.03, -0.13], [-0.06, -0.05, 0.20], [0.10, -0.09, -0.15], [-0.03, -0.01, -0.04], [-0.09, -0.14, -0.03], [0.07, 0.09, 0.01], [-0.01, -0.09, -0.12], [0.11, -0.21, -0.38], [-0.14, 0.02, -0.43], [0.19, -0.06, -0.19], [-0.14, -0.34, -0.08], [-0.14, 0.70, -1.02], [0.30, -0.28, -0.23], [0.44, -0.03, 0.70], [0.06, -0.35, 0.10], [-0.04, 0.20, -0.15], [-0.81, -0.08, -0.03], [-0.19, -0.06, -0.01], [0.05, -0.03, 0.05], [0.00, -0.09, -0.21], [0.09, -0.03, -0.06], [0.13, -0.02, -0.05], [0.08, -0.07, 0.03], [-0.09, -0.10, -0.01], [-0.11, 0.27, -0.07], [0.07, 0.07, -0.02], [-0.11, 0.19, -0.14], [0.15, 0.08, 0.23], [-0.19, -0.22, 0.27], [-0.12, 0.07, -0.10], [-0.09, -0.07, 0.02], [0.14, 0.26, 0.04], [-0.35, 0.16, -0.13], [0.11, 0.04, 0.12], [0.11, -0.08, 0.20], [-0.02, 0.00, -0.31], [-0.08, 0.14, -0.15], [-0.21, -0.07, -0.34], [0.08, -0.05, 0.07], [-0.02, -0.18, 0.27], [-0.15, 0.32, 0.03], [-0.43, -1.07, -0.18], [0.15, 0.01, -0.02], [-0.06, 0.01, -0.10], [-0.01, -0.10, 0.05], [0.13, 0.19, 0.03], [-0.06, 0.03, -0.07], [0.03, 0.10, -0.07], [-0.01, -0.18, 0.09], [0.09, -0.03, -0.07], [-0.01, -0.16, -0.01], [-0.02, 0.12, -0.17], [0.19, -0.10, -0.14], [0.01, 0.12, 0.00], [0.02, 0.03, -0.14], [0.07, -0.16, 0.17], [-0.09, 0.26, -0.26], [0.02, -0.16, -0.03], [-0.01, -0.03, -0.04], [-0.10, 0.09, -0.10], [-0.05, 0.01, -0.07], [-0.03, 0.06, -0.03], [-0.01, 0.05, -0.09], [0.01, 0.06, -0.01], [0.00, -0.05, -0.01], [-0.09, -0.05, -0.03], [-0.17, 0.03, 0.17], [-0.01, -0.04, 0.04], [-0.02, 0.15, -0.14], [-0.01, -0.01, -0.07], [0.06, 0.04, -0.01], [-0.02, 0.04, -0.01], [0.15, 0.10, 0.11], [0.01, 0.01, -0.04], [-0.04, 0.15, -0.02], [0.08, 0.06, -0.01], [0.04, -0.02, -0.02], [0.02, -0.06, 0.11], [0.05, -0.02, 0.03], [0.05, 0.03, 0.02], [-0.13, 0.04, 0.01], [-0.04, -0.05, -0.01], [-0.03, 0.01, 0.02], [-0.08, -0.09, 0.00], [0.02, 0.12, 0.10], [0.06, 0.08, -0.04], [0.10, -0.09, 0.05], [0.08, 0.03, 0.01], [0.03, -0.02, 0.02], [0.02, -0.09, 0.02], [0.14, -0.08, 0.01], [-0.04, 0.02, 0.05], [0.07, 0.03, 0.10], [-0.13, 0.04, -0.02], [-0.08, 0.07, -0.06], [-0.06, 0.01, 0.03], [0.11, 0.06, -0.02], [-0.04, -0.13, 0.16]],
  "mulliken_charge": [1.568, 0.351, 0.317, -0.078, -0.222, 0.997, 1.162, -0.467, -0.257, -0.300, -0.280, -0.374, -0.355, -0.258, -0.300, -0.302, -0.350, 0.614, -0.279, -0.374, -0.259, -0.310, -1.213, -0.667, -0.105, -0.709, -1.079, -0.192, -0.382, -0.129, 0.385, -0.415, 0.600, 0.091, 0.668, -1.168, -1.282, -0.965, 0.795, -0.010, -1.366, 1.086, 0.167, 0.411, -0.138, -0.525, -0.041, 0.250, -0.768, -0.484, -0.073, -0.692, -0.070, -0.603, 0.210, 0.035, -0.020, 0.174, -0.534, 0.277, 0.715, -0.556, -1.714, 0.132, -1.047, -0.174, -1.002, 0.640, -0.282, -1.026, 0.646, 0.037, -0.673, 0.283, 0.364, 0.278, 0.515, 0.441, 0.385, 0.465, 0.447, 0.425, 0.498, 0.412, 0.688, 0.419, 0.458, 0.306, 0.432, -0.306, 0.161, 0.343, 0.637, 0.299, 0.438, 0.264, 0.449, 0.452, 0.348, 0.125, 0.609, 0.216, 0.313, 1.125, 0.480, 0.078, 0.539, 0.172, 0.458, 0.539, 0.458, -0.029, 0.562],
  "mol_weight_g_mol": 1462.92,
  "max_force_ev_per_a": 1.37,
  "multiplicity": 4,
  "s2": 3.789,
  "e_above_lowest_kcal_mol": 14.4,
  "total_charge": 3,
  "homo_lumo_gap_ev": [5.83, 5.31]
}